DFT (ωB97M-V/def2-TZVPD) results for a molecular structure, C27H32CaN5O7.

Computed properties:
calculated total energy	-68748.5327	eV
charge	-1
HOMO energy	-5.6203	eV
spin multiplicity	1
Kohn-Sham gap	0.298	hartree
F_max	0.9	eV/Å

Structure (XYZ):
```
72
C27H32CaN5O7 (ωB97M-V/def2-TZVPD)
Ca 0.367 -0.895 -0.368
C -0.657 2.530 -2.723
C 0.534 1.676 -3.131
C 1.811 1.946 -2.372
C 3.029 1.487 -2.866
C 4.164 1.632 -2.097
C 4.053 2.248 -0.858
C 2.808 2.685 -0.455
N 1.704 2.549 -1.192
N -1.368 1.981 -1.550
C -2.690 1.501 -1.915
C -3.283 0.486 -0.971
C -4.548 0.660 -0.426
C -5.076 -0.343 0.374
C -4.332 -1.490 0.581
C -3.073 -1.573 -0.002
N -2.556 -0.602 -0.741
C -1.399 2.945 -0.461
C -1.880 2.393 0.856
C -2.796 3.113 1.617
C -3.198 2.615 2.845
C -2.667 1.410 3.269
C -1.755 0.762 2.446
N -1.362 1.233 1.267
H -0.339 3.555 -2.514
H -1.350 2.591 -3.567
H 0.261 0.627 -2.969
H 0.723 1.756 -4.206
H 3.059 0.947 -3.802
H 5.104 1.221 -2.438
H 4.907 2.364 -0.204
H 2.675 3.153 0.516
H -3.407 2.333 -2.048
H -2.601 1.001 -2.883
H -5.095 1.574 -0.621
H -6.056 -0.230 0.822
H -4.701 -2.309 1.182
H -2.450 -2.448 0.119
H -0.377 3.300 -0.326
H -2.026 3.818 -0.725
H -3.189 4.045 1.231
H -3.915 3.155 3.451
H -2.941 0.965 4.216
H -1.307 -0.170 2.764
O -0.497 -2.160 1.621
C 0.045 -3.474 1.643
C 1.525 -3.486 1.290
N 1.779 -2.939 -0.035
C 3.149 -2.467 -0.225
C 3.288 -1.436 -1.373
O 4.400 -1.309 -1.890
O 2.229 -0.811 -1.677
C 1.358 -3.843 -1.115
C -0.131 -3.730 -1.523
O -0.765 -4.773 -1.690
O -0.542 -2.539 -1.662
H -0.016 -1.635 2.326
H -0.522 -4.083 0.935
H -0.105 -3.909 2.639
H 1.899 -4.521 1.376
H 2.060 -2.874 2.021
H 3.845 -3.292 -0.430
H 3.473 -1.968 0.692
H 1.573 -4.888 -0.856
H 1.938 -3.579 -2.002
C 2.991 0.478 3.259
C 1.740 -0.081 2.600
O 0.946 -0.742 3.322
O 1.611 0.097 1.367
H 2.775 0.831 4.266
H 3.427 1.268 2.652
H 3.721 -0.330 3.345
```

Results of the Löwdin charge analysis, in e, for atoms 1 through 2: number 1, Ca, carries 1.411; number 2, C, carries -0.191

=====

DFT (ωB97M-V/def2-TZVPD) results for a molecular structure, C27H32F5N2OPdSe2Te2.

Computed properties:
calculated total energy	-195885.3080	eV
charge	+1
HOMO energy (alpha / beta)	-10.9494 / -11.5783	eV
spin multiplicity	5
Kohn-Sham gap (alpha / beta)	0.260 / 0.217	hartree
F_max	6.4	eV/Å

Structure (XYZ):
```
72
C27H32F5N2OPdSe2Te2 (ωB97M-V/def2-TZVPD)
Pd -0.645 -0.374 0.053
Te -1.377 -1.407 -2.345
C -2.296 -3.278 -1.876
C -2.828 -3.535 -0.610
C -3.462 -4.735 -0.354
C -3.562 -5.692 -1.354
C -3.006 -5.454 -2.605
C -2.390 -4.249 -2.877
H -2.759 -2.792 0.176
H -3.885 -4.923 0.620
H -4.067 -6.626 -1.161
H -3.057 -6.208 -3.376
H -1.966 -4.048 -3.850
F -4.346 1.671 -0.067
Te -2.680 1.315 -0.876
F -3.184 -0.464 -0.138
F -1.980 1.511 0.968
F -2.723 3.208 -1.096
F -3.697 0.898 -2.430
O -1.070 1.277 -1.604
Se -0.694 -2.030 1.824
C -0.224 -1.018 3.338
C 0.087 0.340 3.218
C 0.358 1.078 4.351
C 0.346 0.471 5.602
C 0.047 -0.880 5.722
C -0.238 -1.628 4.599
H 0.106 0.812 2.228
H 0.576 2.131 4.271
H 0.573 1.048 6.486
H 0.025 -1.346 6.697
H -0.462 -2.682 4.678
C 4.135 -1.443 -5.995
C 4.251 -0.667 -4.688
C 3.696 -1.441 -3.490
C 2.164 -1.455 -3.385
N 1.655 -0.133 -3.099
C 1.727 0.468 -1.894
Se 1.983 -0.429 -0.279
N 1.422 1.770 -2.006
C 1.485 2.711 -0.916
C 2.941 3.078 -0.606
C 3.705 3.655 -1.800
C 3.268 5.072 -2.152
C 1.065 2.018 -3.311
C 0.571 3.150 -3.949
C 0.242 3.028 -5.282
C 0.412 1.827 -5.977
C 0.908 0.698 -5.361
C 1.226 0.805 -4.012
H 4.488 -0.832 -6.822
H 3.108 -1.737 -6.198
H 4.743 -2.342 -5.951
H 3.743 0.295 -4.781
H 5.305 -0.450 -4.499
H 4.074 -1.005 -2.561
H 4.039 -2.476 -3.535
H 1.873 -2.121 -2.562
H 1.694 -1.811 -4.302
H 1.027 2.248 -0.027
H 0.897 3.586 -1.186
H 3.450 2.172 -0.265
H 2.944 3.802 0.209
H 3.595 3.005 -2.673
H 4.768 3.669 -1.552
H 2.201 5.123 -2.345
H 3.785 5.419 -3.042
H 3.497 5.751 -1.335
H 0.425 4.080 -3.426
H -0.173 3.880 -5.799
H 0.128 1.779 -7.016
H 1.034 -0.225 -5.901
```

Results of the Löwdin charge analysis, in e, for atoms 1 through 2: number 1, Pd, carries 0.183; number 2, Te, carries 1.427

=====

DFT (ωB97M-V/def2-TZVPD) results for a molecular structure, C27H32N2O3PdSb2.

Computed properties:
calculated total energy	-54194.2388	eV
charge	-2
HOMO energy	-0.5603	eV
spin multiplicity	1
Kohn-Sham gap	0.192	hartree
F_max	0.6	eV/Å

Structure (XYZ):
```
67
C27H32N2O3PdSb2 (ωB97M-V/def2-TZVPD)
Pd 0.151 -0.403 -0.643
C -0.221 -5.532 2.864
O 0.086 -4.569 1.903
C 1.320 -3.961 2.009
C 2.257 -4.311 2.948
C 3.499 -3.645 2.997
C 3.733 -2.638 2.091
C 2.794 -2.245 1.120
C 3.224 -1.139 0.262
N 2.575 -0.465 -0.619
N 3.406 0.478 -1.238
C 2.747 1.378 -1.948
O 1.530 1.564 -2.137
C 3.714 2.315 -2.689
C 5.092 2.321 -2.477
C 5.914 3.194 -3.177
C 5.374 4.076 -4.108
C 4.002 4.078 -4.322
C 3.182 3.208 -3.612
C 1.534 -2.917 1.019
O 0.651 -2.666 0.155
H -1.237 -5.869 2.656
H -0.181 -5.121 3.881
H 0.455 -6.396 2.816
H 2.053 -5.103 3.659
H 4.241 -3.922 3.736
H 4.680 -2.105 2.118
H 4.269 -0.846 0.405
H 5.490 1.621 -1.755
H 6.984 3.186 -2.995
H 6.018 4.754 -4.657
H 3.567 4.762 -5.043
H 2.106 3.195 -3.741
C -0.966 3.103 2.622
Sb -0.555 1.522 1.115
C 0.819 0.562 2.476
C -2.255 0.318 1.836
C -3.562 0.802 1.305
C -4.171 1.907 1.910
C -5.356 2.451 1.445
C -5.979 1.882 0.343
C -5.399 0.776 -0.257
C -4.203 0.214 0.197
C -3.658 -0.977 -0.519
Sb -1.981 -0.574 -1.873
C -3.039 1.002 -2.904
C -2.661 -2.101 -3.255
H -1.236 2.656 3.583
H -1.758 3.775 2.289
H -0.047 3.680 2.743
H 0.470 0.697 3.504
H 1.819 0.980 2.361
H 0.873 -0.501 2.238
H -2.217 0.386 2.926
H -2.008 -0.697 1.528
H -3.678 2.351 2.768
H -5.787 3.314 1.940
H -6.905 2.290 -0.044
H -5.886 0.316 -1.111
H -4.445 -1.422 -1.132
H -3.285 -1.736 0.170
H -4.040 0.669 -3.188
H -2.480 1.299 -3.791
H -3.121 1.863 -2.240
H -3.733 -1.987 -3.433
H -2.456 -3.084 -2.830
H -2.121 -2.012 -4.198
```

Results of the Löwdin charge analysis, in e, for atoms 1 through 2: number 1, Pd, carries -0.024; number 2, C, carries -0.141

=====

Please write out number 1 again, unchanged.
DFT (ωB97M-V/def2-TZVPD) results for a molecular structure, C27H32CaN5O7.

Computed properties:
calculated total energy	-68748.5327	eV
charge	-1
HOMO energy	-5.6203	eV
spin multiplicity	1
Kohn-Sham gap	0.298	hartree
F_max	0.9	eV/Å

Structure (XYZ):
```
72
C27H32CaN5O7 (ωB97M-V/def2-TZVPD)
Ca 0.367 -0.895 -0.368
C -0.657 2.530 -2.723
C 0.534 1.676 -3.131
C 1.811 1.946 -2.372
C 3.029 1.487 -2.866
C 4.164 1.632 -2.097
C 4.053 2.248 -0.858
C 2.808 2.685 -0.455
N 1.704 2.549 -1.192
N -1.368 1.981 -1.550
C -2.690 1.501 -1.915
C -3.283 0.486 -0.971
C -4.548 0.660 -0.426
C -5.076 -0.343 0.374
C -4.332 -1.490 0.581
C -3.073 -1.573 -0.002
N -2.556 -0.602 -0.741
C -1.399 2.945 -0.461
C -1.880 2.393 0.856
C -2.796 3.113 1.617
C -3.198 2.615 2.845
C -2.667 1.410 3.269
C -1.755 0.762 2.446
N -1.362 1.233 1.267
H -0.339 3.555 -2.514
H -1.350 2.591 -3.567
H 0.261 0.627 -2.969
H 0.723 1.756 -4.206
H 3.059 0.947 -3.802
H 5.104 1.221 -2.438
H 4.907 2.364 -0.204
H 2.675 3.153 0.516
H -3.407 2.333 -2.048
H -2.601 1.001 -2.883
H -5.095 1.574 -0.621
H -6.056 -0.230 0.822
H -4.701 -2.309 1.182
H -2.450 -2.448 0.119
H -0.377 3.300 -0.326
H -2.026 3.818 -0.725
H -3.189 4.045 1.231
H -3.915 3.155 3.451
H -2.941 0.965 4.216
H -1.307 -0.170 2.764
O -0.497 -2.160 1.621
C 0.045 -3.474 1.643
C 1.525 -3.486 1.290
N 1.779 -2.939 -0.035
C 3.149 -2.467 -0.225
C 3.288 -1.436 -1.373
O 4.400 -1.309 -1.890
O 2.229 -0.811 -1.677
C 1.358 -3.843 -1.115
C -0.131 -3.730 -1.523
O -0.765 -4.773 -1.690
O -0.542 -2.539 -1.662
H -0.016 -1.635 2.326
H -0.522 -4.083 0.935
H -0.105 -3.909 2.639
H 1.899 -4.521 1.376
H 2.060 -2.874 2.021
H 3.845 -3.292 -0.430
H 3.473 -1.968 0.692
H 1.573 -4.888 -0.856
H 1.938 -3.579 -2.002
C 2.991 0.478 3.259
C 1.740 -0.081 2.600
O 0.946 -0.742 3.322
O 1.611 0.097 1.367
H 2.775 0.831 4.266
H 3.427 1.268 2.652
H 3.721 -0.330 3.345
```

Results of the Löwdin charge analysis, in e, for atoms 1 through 2: number 1, Ca, carries 1.411; number 2, C, carries -0.191

=====

The highest charge belongs to which entry? C27H32F5N2OPdSe2Te2